The following is a DFT calculation (ωB97M-V/def2-TZVPD) of a single C9H17BrINO6P2 molecule at a distorted geometry.

Last column: natural (NBO) charge in e.
Positions of all 37 atoms, in Å:
C1 -2.64 0.30 1.75  -0.6240
C2 -2.10 -0.65 0.68  0.0795
O1 -2.85 -1.86 0.69  -0.7132
C3 -0.63 -0.99 0.94  -0.4613
C4 0.22 -1.19 -0.34  -0.0736
P1 1.76 -2.13 0.30  1.2772
N1 3.12 -1.40 -0.45  -1.1649
O2 1.89 -1.60 1.88  -0.9829
O3 -0.50 -2.16 -1.08  -0.5014
C5 -1.11 -1.59 -2.15  0.9888
O4 -1.83 -2.18 -2.94  -0.5626
O5 -0.82 -0.27 -2.18  -0.5577
C6 0.28 0.03 -1.29  -0.0605
C7 0.08 1.39 -0.63  -0.5029
C8 1.11 1.68 0.48  -0.2825
C9 0.48 2.22 1.77  -0.6463
I1 2.53 3.17 -0.22  0.0987
P2 1.76 0.23 -2.46  1.0617
O6 1.03 1.19 -3.55  -0.9848
Br1 1.79 -1.72 -3.55  -0.2201
H1 -2.59 1.32 1.37  0.1953
H2 -2.04 0.29 2.65  0.2074
H3 -3.68 0.10 1.95  0.2265
H4 -2.26 -0.16 -0.28  0.1657
H5 -3.66 -1.69 0.22  0.4711
H6 -0.22 -0.24 1.59  0.2187
H7 -0.63 -1.95 1.44  0.2611
H8 3.96 -1.72 0.01  0.4019
H9 3.10 -0.39 -0.43  0.3723
H10 2.40 -0.79 1.90  0.4716
H11 -0.94 1.51 -0.30  0.2384
H12 0.22 2.14 -1.41  0.2361
H13 1.68 0.79 0.66  0.1946
H14 1.03 3.05 2.17  0.2366
H15 0.49 1.44 2.52  0.2192
H16 -0.55 2.47 1.61  0.2189
H17 0.11 1.37 -3.33  0.4978

Computed properties:
structure (SMILES): C[C@H](O)C[C@@]1(P(N)O)OC(=O)O[C@]1(C[C@H](C)I)P(O)Br
total charge: 0


The following is a DFT calculation (ωB97M-V/def2-TZVPD) of 5 unconnected molecules or ions with the total composition C27H63BCl2N4O5PS4 at a distorted geometry.

Last column: Mulliken charge in e.
Positions of all 107 atoms, in Å:
C1 3.15 3.09 4.24  -0.7846
C2 1.86 2.48 4.34  -0.4603
C3 1.85 0.89 4.05  -0.7216
C4 1.79 0.65 2.44  0.1515
N1 0.51 0.10 1.97  -0.1637
C5 0.35 0.21 0.46  0.8935
C6 -0.72 -0.94 0.10  -1.2407
C7 -1.47 -0.77 -1.29  -0.1034
C8 -2.93 -0.10 -1.17  0.1718
C9 -3.93 -1.01 -0.30  -0.9732
C10 -4.17 -0.41 1.17  0.8299
C11 -5.45 0.54 1.28  -0.7733
C12 -5.02 1.79 2.23  -0.6910
C13 -4.22 2.81 1.29  0.5087
C14 -3.78 4.17 2.00  -1.1191
B1 -0.21 1.73 0.15  0.1692
N2 -0.47 2.26 -1.22  -0.6014
O1 -0.45 2.69 1.22  -0.7265
C15 1.80 -0.02 -0.18  -1.0611
C16 1.81 -0.63 -1.64  -0.6969
Cl1 1.43 -2.40 -1.97  -0.1164
C17 2.14 0.13 -2.79  0.6935
C18 2.20 -0.57 -4.24  -1.2690
Cl2 2.56 1.89 -2.73  -0.1502
N3 2.64 -0.97 0.66  0.1985
C19 2.92 -0.45 2.05  -0.4893
P1 2.74 -1.98 3.21  0.4753
N4 4.02 -2.22 4.15  -0.7980
H1 3.92 2.72 3.49  0.1817
H2 3.47 3.93 4.94  0.3710
H3 0.95 3.07 4.64  0.3313
H4 2.84 0.52 4.49  0.4228
H5 1.01 0.36 4.58  0.5161
H6 2.11 1.64 1.98  -0.0350
H7 -0.31 0.48 2.46  0.4030
H8 -1.51 -0.90 0.93  0.6300
H9 -0.19 -1.94 0.24  0.2360
H10 -1.68 -1.83 -1.69  0.0572
H11 -0.86 -0.27 -2.11  0.2632
H12 -3.35 -0.10 -2.24  0.3317
H13 -2.91 0.93 -0.71  -0.3928
H14 -3.47 -2.06 -0.24  0.2480
H15 -4.95 -1.13 -0.79  0.4150
H16 -4.27 -1.29 1.91  -0.1079
H17 -3.25 0.17 1.54  -0.4216
H18 -6.33 0.06 1.80  0.3153
H19 -5.77 0.91 0.25  0.3666
H20 -5.91 2.24 2.77  0.4049
H21 -4.29 1.42 3.04  0.2535
H22 -3.28 2.29 0.93  -0.4362
H23 -4.85 3.09 0.37  0.2937
H24 -2.87 4.10 2.67  0.1950
H25 -3.52 4.91 1.17  0.3136
H26 -4.70 4.60 2.53  0.3453
H27 -0.01 1.71 -1.94  0.1697
H28 -1.47 2.38 -1.41  0.3163
H29 -0.13 3.55 0.88  0.2619
H30 2.41 0.95 -0.21  0.7378
H31 2.78 0.10 -4.96  0.3255
H32 1.17 -0.71 -4.70  0.2104
H33 2.81 -1.54 -4.20  0.4372
H34 2.16 -1.88 0.68  0.5519
H35 3.52 -1.12 0.13  0.4082
H36 3.96 0.00 2.08  0.4038
H37 2.49 -3.16 2.39  0.1153
H38 1.54 -1.81 4.01  0.1040
H39 4.68 -1.47 3.92  0.2690
C20 4.47 8.06 4.01  -1.0066
S1 4.14 6.35 3.55  0.5959
O2 4.85 5.48 4.54  -0.6434
C21 5.14 6.37 2.05  -0.9345
H40 3.96 8.26 4.96  0.3293
H41 5.54 8.22 4.13  0.3136
H42 4.07 8.73 3.25  0.3717
H43 6.17 6.63 2.29  0.3234
H44 4.72 7.09 1.34  0.3681
H45 5.12 5.37 1.60  0.2713
C22 -5.47 -4.10 3.57  -0.9987
S2 -4.40 -4.77 2.27  0.3963
O3 -4.34 -3.75 1.18  -0.4846
C23 -5.53 -6.07 1.74  -1.0168
H46 -4.98 -3.24 4.02  0.2975
H47 -6.42 -3.79 3.14  0.3048
H48 -5.64 -4.86 4.33  0.4372
H49 -6.48 -5.63 1.43  0.3099
H50 -5.70 -6.76 2.56  0.4147
H51 -5.08 -6.59 0.90  0.3167
C24 5.98 -2.31 -7.82  -0.9931
S3 4.82 -1.59 -6.64  0.5614
O4 3.65 -1.09 -7.41  -0.6054
C25 5.84 -0.16 -6.22  -0.8772
H52 5.53 -3.21 -8.24  0.3303
H53 6.19 -1.60 -8.62  0.3155
H54 6.91 -2.58 -7.30  0.3572
H55 6.06 0.42 -7.12  0.3352
H56 6.77 -0.50 -5.75  0.3676
H57 5.29 0.46 -5.51  0.2359
C26 -1.51 -5.55 -4.64  -0.8950
S4 -2.63 -5.22 -3.27  0.5469
O5 -3.86 -6.03 -3.49  -0.6222
C27 -3.00 -3.52 -3.74  -0.7205
H58 -1.17 -6.59 -4.57  0.3365
H59 -2.02 -5.40 -5.59  0.2933
H60 -0.64 -4.89 -4.57  0.2757
H61 -3.42 -3.49 -4.74  0.5143
H62 -2.08 -2.92 -3.70  0.1586
H63 -3.72 -3.12 -3.03  0.1548

Computed properties:
total charge: +1


The following is a DFT calculation (ωB97M-V/def2-TZVPD) of a single C14H19N3OS molecule.

Last column: natural (NBO) charge in e.
Positions of all 38 atoms, in Å:
C1 4.74 1.57 2.38  -0.5989
C2 3.31 1.07 2.47  -0.3985
C3 2.43 2.06 3.24  -0.4176
C4 0.96 1.62 3.36  -0.0552
O1 0.28 1.69 2.13  -0.5023
C5 0.21 0.63 1.28  0.3001
C6 0.59 -0.68 1.56  -0.2600
C7 0.44 -1.67 0.61  -0.1943
C8 -0.08 -1.39 -0.65  -0.0892
C9 -0.46 -0.08 -0.93  -0.1774
C10 -0.32 0.91 0.02  -0.2592
H1 -0.62 1.93 -0.19  0.2197
H2 -0.88 0.15 -1.89  0.2300
C11 -0.25 -2.46 -1.66  -0.5173
H3 0.52 -3.23 -1.57  0.2299
H4 -0.29 -2.07 -2.68  0.2556
S1 -1.84 -3.37 -1.41  0.2670
C12 -2.91 -2.32 -2.26  0.1358
N1 -4.22 -2.44 -2.21  -0.3046
N2 -4.66 -1.46 -3.02  -0.3567
C13 -3.61 -0.79 -3.53  0.3706
N3 -2.50 -1.31 -3.07  -0.5302
C14 -3.73 0.36 -4.46  -0.6589
H5 -2.74 0.66 -4.79  0.2470
H6 -4.20 1.20 -3.95  0.2306
H7 -4.33 0.09 -5.32  0.2285
H8 -5.65 -1.33 -3.17  0.4137
H9 0.73 -2.68 0.85  0.2077
H10 1.00 -0.95 2.52  0.2073
H11 0.89 0.62 3.81  0.1693
H12 0.43 2.32 4.01  0.1918
H13 2.45 3.03 2.74  0.2052
H14 2.82 2.19 4.25  0.2012
H15 2.91 0.94 1.47  0.2087
H16 3.29 0.10 2.98  0.1911
H17 5.36 0.86 1.83  0.2094
H18 4.78 2.53 1.86  0.2018
H19 5.17 1.70 3.37  0.1985

Computed properties:
relative energy (zero: lowest compared OMol25 entry of this formula, charge and spin): 35.08 kcal/mol
structure (SMILES): CCCCOc1ccc(CSc2n[nH]c(C)n2)cc1
total charge: 0


The following is a DFT calculation (ωB97M-V/def2-TZVPD) of a molecular structure, C40H62Br2Cl32N2OSi at a distorted geometry.

Last column: Mulliken charge in e.
Positions of all 140 atoms, in Å:
C1 -6.58 -0.58 -5.85  -1.5468
C2 -5.07 -0.48 -5.95  1.0757
C3 -4.41 0.63 -6.39  -0.6602
C4 -3.05 0.59 -6.42  -0.7450
C5 -2.34 -0.51 -6.06  -0.3760
C6 -2.97 -1.64 -5.64  0.3741
C7 -2.26 -2.93 -5.27  -1.6075
C8 -1.72 -3.05 -3.85  0.8836
C9 -0.41 -3.31 -3.73  -0.9435
C10 0.20 -3.49 -2.47  -0.5142
C11 -0.55 -3.41 -1.38  0.4519
C12 0.11 -3.68 -0.02  -0.8052
C13 1.28 -2.75 0.38  -0.4467
O1 2.32 -3.57 0.92  -0.1567
Si1 3.68 -2.78 1.51  0.4302
C14 5.25 -3.84 1.39  -0.8872
C15 3.52 -2.34 3.37  -0.4933
C16 4.10 -1.15 0.62  -1.0977
C17 -1.93 -3.11 -1.42  -0.5776
N1 -2.57 -3.03 -0.25  -0.1732
C18 -3.81 -2.79 -0.43  0.6080
C19 -4.71 -2.70 0.84  -0.3657
Br1 -3.76 -3.65 2.28  -0.1180
C20 -4.91 -1.17 1.12  -0.2817
C21 -6.08 -0.65 0.24  -1.2956
Br2 -5.32 -0.93 3.03  -0.1150
C22 -4.45 -2.63 -1.69  -1.0311
N2 -3.82 -2.68 -2.81  -0.1874
C23 -2.51 -2.93 -2.67  0.4085
C24 -4.35 -1.58 -5.59  -0.1165
H1 -7.08 -0.25 -6.78  0.4270
H2 -6.88 -1.62 -5.68  0.3581
H3 -6.92 -0.03 -4.97  0.1717
H4 -4.97 1.51 -6.71  0.4612
H5 -2.57 1.50 -6.78  0.4001
H6 -1.25 -0.49 -6.13  0.4863
H7 -1.42 -3.03 -5.96  0.4661
H8 -2.97 -3.75 -5.50  0.3795
H9 0.21 -3.40 -4.62  0.3295
H10 1.25 -3.73 -2.35  0.6584
H11 -0.62 -3.71 0.79  0.2574
H12 0.52 -4.69 -0.11  0.2679
H13 0.94 -1.99 1.11  0.3077
H14 1.66 -2.25 -0.52  0.3692
H15 5.15 -4.64 0.65  0.0491
H16 5.50 -4.26 2.38  0.3478
H17 6.08 -3.20 1.08  0.3568
H18 3.84 -3.22 3.94  0.3342
H19 4.22 -1.52 3.55  0.3694
H20 2.48 -2.03 3.60  -0.3435
H21 5.04 -0.70 0.96  0.4473
H22 4.23 -1.41 -0.45  0.3199
H23 3.24 -0.47 0.72  0.2104
H24 -5.67 -3.17 0.63  0.5683
H25 -4.01 -0.63 0.82  0.4748
H26 -6.80 -1.45 0.01  0.3468
H27 -6.53 0.21 0.72  0.5708
H28 -5.67 -0.32 -0.72  0.2946
H29 -5.52 -2.42 -1.71  0.5618
H30 -4.86 -2.48 -5.25  0.0574
C25 -9.44 -0.15 -2.34  -0.4361
Cl1 -9.10 0.34 -0.68  -0.1214
Cl2 -8.03 -0.90 -3.09  -0.0401
H31 -10.25 -0.86 -2.33  0.3457
H32 -9.72 0.73 -2.91  0.2784
C26 2.31 6.13 -5.83  0.0886
Cl3 1.08 7.10 -6.64  -0.2119
Cl4 1.60 4.78 -4.95  -0.1550
H33 2.99 5.73 -6.58  0.3060
H34 2.85 6.75 -5.13  -0.0578
C27 -1.34 8.73 -4.51  0.2754
Cl5 -1.26 8.18 -2.83  -0.1761
Cl6 -2.99 8.64 -5.14  -0.1615
H35 -1.00 9.76 -4.55  0.3028
H36 -0.70 8.10 -5.11  -0.2529
C28 0.71 -2.50 6.42  -0.3317
Cl7 1.89 -2.45 7.74  -0.2225
Cl8 0.93 -1.14 5.32  -0.0922
H37 0.84 -3.43 5.87  0.2463
H38 -0.28 -2.46 6.84  0.3619
C29 -4.80 2.67 -0.72  -0.3235
Cl9 -4.25 2.56 0.96  -0.1760
Cl10 -6.47 2.14 -0.89  -0.0380
H39 -4.72 3.70 -1.05  0.2552
H40 -4.17 2.03 -1.34  0.2709
C30 6.71 -7.72 1.21  -0.3109
Cl11 7.00 -6.32 0.18  -0.1198
Cl12 5.23 -7.51 2.17  -0.1382
H41 6.59 -8.60 0.58  0.2819
H42 7.55 -7.85 1.88  0.3198
C31 -8.36 5.77 -0.86  -0.2883
Cl13 -8.39 5.47 0.88  -0.1462
Cl14 -6.74 5.56 -1.53  -0.1290
H43 -9.03 5.06 -1.35  0.2319
H44 -8.69 6.78 -1.06  0.3258
C32 3.26 2.08 2.67  -0.5325
Cl15 1.94 3.02 1.96  -0.0909
Cl16 2.68 0.73 3.65  -0.0308
H45 3.88 1.69 1.86  0.2366
H46 3.84 2.73 3.30  0.3884
C33 3.58 -4.41 10.25  0.2366
Cl17 2.80 -5.86 10.90  -0.1654
Cl18 4.25 -3.40 11.53  -0.1692
H47 4.38 -4.71 9.58  0.2994
H48 2.84 -3.83 9.70  -0.1476
C34 1.28 5.14 5.12  0.2304
Cl19 1.05 4.21 6.60  -0.1530
Cl20 2.42 6.47 5.35  -0.1331
H49 1.67 4.48 4.35  -0.1804
H50 0.32 5.55 4.81  0.2564
C35 0.86 6.25 -0.43  0.1219
Cl21 1.86 5.49 -1.66  -0.0585
Cl22 0.16 5.03 0.66  -0.1801
H51 1.47 6.92 0.16  0.2905
H52 0.05 6.79 -0.90  -0.1583
C36 2.41 -8.81 0.14  0.1510
Cl23 1.63 -7.93 -1.18  -0.1456
Cl24 2.34 -10.56 -0.12  -0.1737
H53 3.44 -8.50 0.21  -0.1097
H54 1.89 -8.57 1.07  0.2569
C37 6.52 -5.94 12.24  0.0788
Cl25 7.68 -6.50 11.03  -0.1666
Cl26 7.08 -6.29 13.88  -0.1678
H55 6.39 -4.87 12.13  0.0954
H56 5.57 -6.45 12.07  0.1535
C38 5.30 5.59 -3.82  0.0092
Cl27 5.04 7.34 -3.91  -0.1656
Cl28 6.29 5.01 -5.17  -0.1667
H57 5.81 5.36 -2.89  0.3599
H58 4.34 5.09 -3.85  -0.0384
C39 4.04 1.98 -6.42  0.0227
Cl29 2.80 2.94 -7.23  -0.1368
Cl30 3.34 0.63 -5.53  -0.1412
H59 4.72 1.59 -7.17  0.3208
H60 4.58 2.61 -5.73  -0.0509
C40 4.16 9.80 5.63  -0.1100
Cl31 3.82 11.53 5.56  -0.1581
Cl32 5.05 9.25 4.20  -0.1485
H61 4.76 9.59 6.51  0.2918
H62 3.22 9.26 5.69  0.1210

Computed properties:
relative energy (zero: lowest compared OMol25 entry of this formula, charge and spin): 0.00 kcal/mol
total charge: 0


Number 1: HOMO level -9.045 eV, orbital gap 8.98 eV, E_tot -4413.809707 Eh. Number 2: HOMO level -10.543 eV, orbital gap 7.67 eV, E_tot -4540.598774 Eh. Number 3: HOMO level -7.884 eV, orbital gap 8.65 eV, E_tot -1182.569839 Eh. Number 4: HOMO level -8.763 eV, orbital gap 8.57 eV, E_tot -21909.763914 Eh.